Entry 1:
# C6H16O3

A molecular structure, C6H16O3 (ωB97M-V/def2-TZVPD, OMol25).

Computed properties:
ΔE to the lowest compared entry with this formula, charge and spin ... 1.8593 eV
2S+1 ... 1
Total charge ... 0
HOMO energy ... -9.338 eV
Max |F| ... 0.02103 hartree/bohr
Frontier orbital gap ... 0.3694 Eh
LUMO energy ... 0.71 eV

Element x y z (Å)
C -0.945209 -0.411158 -0.274891
C 1.248049 -1.320113 -0.977534
C -1.672950 -1.565031 -0.965964
C -0.794341 -0.659179 1.227251
C -1.674683 0.906014 -0.527185
O 0.369103 -0.205041 -0.887875
H 0.877689 -2.070514 -1.679959
H 2.195201 -0.934413 -1.353502
H 1.417738 -1.793077 -0.006005
H -1.209322 -2.528248 -0.749758
H -1.688164 -1.415855 -2.046787
H -2.702779 -1.611242 -0.610799
H -1.782098 -0.748617 1.682213
H -0.271148 0.172416 1.702837
H -0.260229 -1.588845 1.429896
H -1.172626 1.726662 -0.015930
H -2.693939 0.849393 -0.144389
H -1.711336 1.120271 -1.595727
C 2.153213 1.588059 1.280445
O 1.708025 2.017239 -0.175372
O 1.131401 2.182579 1.900566
H 0.939328 2.511976 0.651167
H 1.213288 1.242449 -0.556160
H 2.180760 0.487000 1.304369
H 3.145029 2.047276 1.389094

Cartesian forces, eV/Å:
C 0.080 -0.008 -0.024
C -0.160 0.065 0.028
C 0.132 0.114 0.049
C 0.023 0.000 -0.193
C 0.080 -0.165 0.021
O -0.161 -0.165 0.052
H -0.023 0.043 0.020
H -0.022 -0.012 0.033
H -0.013 0.037 -0.015
H 0.017 0.008 0.006
H -0.002 0.009 0.004
H 0.014 0.023 0.009
H 0.000 0.010 -0.015
H -0.002 0.018 -0.002
H 0.002 -0.008 -0.010
H 0.009 0.009 0.009
H 0.009 -0.020 -0.002
H -0.004 -0.007 0.006
C -0.215 0.301 -0.945
O 0.346 -0.450 0.266
O -0.337 0.356 -0.455
H 0.139 -0.214 1.051
H 0.104 0.113 0.100
H 0.071 0.104 -0.034
H -0.086 -0.160 0.039

Formally, the Löwdin partial charges of the atoms, in units of the elementary charge, are as follows: atom 1 (C): -0.59, atom 2 (C): -0.08, atom 3 (C): -0.03, atom 4 (C): -0.02, atom 5 (C): -0.02, atom 6 (O): -0.22, atom 7 (H): 0.09, atom 8 (H): 0.10, atom 9 (H): 0.09, atom 10 (H): 0.08, atom 11 (H): 0.09, atom 12 (H): 0.09, atom 13 (H): 0.09, atom 14 (H): 0.07, atom 15 (H): 0.08, atom 16 (H): 0.08, atom 17 (H): 0.09, atom 18 (H): 0.09, atom 19 (C): -0.30, atom 20 (O): -0.05, atom 21 (O): -0.18, atom 22 (H): 0.16, atom 23 (H): 0.06, atom 24 (H): 0.11, atom 25 (H): 0.11

***

Entry 2:
# C6H16O6RbS2

A molecular structure, C6H16O6RbS2 (ωB97M-V/def2-TZVPD, OMol25).

Computed properties:
ΔE to the lowest compared entry with this formula, charge and spin ... 0.0000 eV
2S+1 ... 1
Total charge ... +1
HOMO energy ... -14.150 eV
Max |F| ... 0.01913 hartree/bohr
Frontier orbital gap ... 0.4003 Eh
LUMO energy ... -3.26 eV

Element x y z (Å)
Rb 13.704772 5.345872 -3.240370
O 13.435646 4.787262 -6.115965
S 13.676896 5.527182 -7.315327
O 13.880711 4.831155 -8.535130
O 12.436875 6.475313 -7.433608
C 12.184804 7.098684 -8.729247
C 10.772922 7.644378 -8.722921
C 15.018803 6.645134 -7.069435
H 12.315077 6.360242 -9.515521
H 12.897390 7.911713 -8.882267
H 10.037872 6.841687 -8.732789
H 10.652501 8.272450 -9.602688
H 10.596132 8.234668 -7.823541
H 14.819278 7.310842 -6.233708
H 15.147322 7.224236 -7.980697
H 15.901387 6.030364 -6.901460
O 10.750698 5.961918 0.331137
S 10.250260 6.281493 -0.950396
O 11.135656 6.164731 -2.086092
O 8.982993 5.380905 -1.208592
C 8.803367 4.677495 -2.478390
C 7.720008 3.654720 -2.269513
C 9.519162 7.883771 -0.971994
H 9.738244 4.190198 -2.752610
H 8.552576 5.408113 -3.245688
H 6.770127 4.129660 -2.022683
H 7.967577 2.999388 -1.435893
H 7.613412 3.067768 -3.179414
H 10.256784 8.629936 -0.691597
H 8.661398 7.888922 -0.307735
H 9.206561 8.048356 -2.003590

Cartesian forces, eV/Å:
Rb -0.307 -0.070 -0.039
O 0.198 -0.071 0.961
S -0.169 0.153 -0.443
O 0.176 -0.160 -0.209
O -0.101 0.176 -0.126
C -0.379 0.324 -0.282
C 0.179 -0.186 0.324
C 0.043 -0.078 -0.073
H 0.086 -0.094 0.075
H 0.106 -0.073 0.142
H 0.015 -0.021 -0.123
H -0.151 0.017 -0.010
H 0.047 0.147 -0.101
H -0.027 -0.057 0.055
H 0.028 -0.011 -0.025
H 0.040 0.073 0.015
O 0.277 -0.015 0.635
S -0.644 -0.028 -0.365
O 0.393 -0.015 -0.326
O 0.209 -0.039 -0.109
C 0.119 -0.089 0.035
C -0.174 0.179 0.249
C 0.010 -0.075 -0.413
H 0.028 0.103 0.082
H -0.050 0.044 -0.010
H 0.001 0.003 -0.156
H 0.116 -0.090 -0.093
H -0.091 -0.055 0.002
H 0.068 -0.068 0.122
H 0.037 -0.002 0.117
H -0.082 0.079 0.091

Formally, the Löwdin partial charges of the atoms, in units of the elementary charge, are as follows: atom 1 (Rb): 0.99, atom 2 (O): -0.39, atom 3 (S): 0.54, atom 4 (O): -0.24, atom 5 (O): -0.25, atom 6 (C): -0.23, atom 7 (C): -0.05, atom 8 (C): -0.11, atom 9 (H): 0.12, atom 10 (H): 0.12, atom 11 (H): 0.09, atom 12 (H): 0.09, atom 13 (H): 0.08, atom 14 (H): 0.07, atom 15 (H): 0.08, atom 16 (H): 0.08, atom 17 (O): -0.23, atom 18 (S): 0.56, atom 19 (O): -0.42, atom 20 (O): -0.25, atom 21 (C): -0.24, atom 22 (C): -0.06, atom 23 (C): -0.10, atom 24 (H): 0.11, atom 25 (H): 0.13, atom 26 (H): 0.09, atom 27 (H): 0.09, atom 28 (H): 0.09, atom 29 (H): 0.08, atom 30 (H): 0.08, atom 31 (H): 0.08

***

Entry 3:
# C6H16Si2

A molecular structure, C6H16Si2 (ωB97M-V/def2-TZVPD, OMol25).

Computed properties:
ΔE to the lowest compared entry with this formula, charge and spin ... 3.0273 eV
2S+1 ... 1
Total charge ... 0
HOMO energy (spin up / spin down) ... -7.351 / -7.004 eV
Max |F| ... 0.06686 hartree/bohr
Frontier orbital gap (spin up / spin down) ... 0.2633 / 0.2529 Eh
LUMO energy (spin up / spin down) ... -0.19 / -0.12 eV

Element x y z (Å)
C -2.636545 -0.769160 -0.592078
C 0.323504 -0.140930 0.028602
C 2.381656 -1.561745 0.898055
C 0.591203 2.516256 -0.421957
C 1.478134 -0.287370 1.058666
C 0.489999 1.046033 -0.962753
Si -0.852535 -1.441784 -0.622769
Si -2.421435 0.378763 0.836002
H -2.782504 -0.244094 -1.453512
H -3.480445 -1.586228 -0.589079
H 1.952703 -2.208514 -0.007974
H 2.493310 -2.243331 1.711443
H 3.392597 -1.278608 0.639924
H -0.304377 2.938343 -0.105731
H 0.817842 3.169044 -1.219550
H 1.301365 2.586043 0.302264
H 2.148916 0.564931 0.787872
H 1.056377 -0.130799 2.098617
H 1.540783 0.792762 -1.302900
H -0.322733 0.993190 -1.788062
H -0.812083 -2.488667 0.276276
H -0.774041 -2.061852 -1.900334
H -2.419389 1.696240 0.315362
H -3.162303 -0.238532 2.013606

Cartesian forces, eV/Å:
C -0.734 -2.894 1.705
C -1.868 1.126 0.305
C -1.566 -0.654 -2.585
C -1.063 -2.153 -2.268
C -0.228 0.355 -0.168
C 0.021 -0.236 0.201
Si -0.791 1.500 0.478
Si 1.573 -2.388 -0.091
H -0.472 1.656 -2.526
H 1.740 1.433 0.291
H 1.024 1.265 1.832
H -0.437 -0.243 0.877
H 0.203 0.150 -0.267
H -1.920 0.162 1.116
H 0.879 0.601 -1.165
H 2.023 0.286 2.139
H -0.471 -0.394 0.761
H 0.808 -0.287 -1.169
H -1.107 0.434 -0.709
H 1.623 0.044 1.031
H 0.092 -1.801 1.607
H 0.718 -0.382 -1.434
H -0.477 1.443 0.249
H 0.429 0.976 -0.212

Formally, the Löwdin partial charges of the atoms, in units of the elementary charge, are as follows: atom 1 (C): -0.54, atom 2 (C): -0.39, atom 3 (C): -0.11, atom 4 (C): -0.09, atom 5 (C): -0.27, atom 6 (C): -0.28, atom 7 (Si): 0.48, atom 8 (Si): 0.72, atom 9 (H): -0.04, atom 10 (H): 0.07, atom 11 (H): 0.10, atom 12 (H): 0.04, atom 13 (H): 0.05, atom 14 (H): 0.03, atom 15 (H): 0.06, atom 16 (H): 0.03, atom 17 (H): 0.09, atom 18 (H): 0.11, atom 19 (H): 0.12, atom 20 (H): 0.12, atom 21 (H): -0.06, atom 22 (H): -0.06, atom 23 (H): -0.10, atom 24 (H): -0.07